No. 1
The following is a DFT calculation (ωB97M-V/def2-TZVPD) of C25H14BrCl2N5O3PbS as an isolated structure.

Computed properties:
**Charge**: +2
**Gap between HOMO and LUMO**: 3.26 eV
**Highest occupied orbital energy**: -13.01 eV

Last column: natural (NBO) charge in e.
Element x y z (Å)
Pb -0.06623 0.43853 -1.62589  1.455
N 4.10386 2.00544 -1.19270  -0.500
C 4.56475 0.70469 -1.30504  0.167
C 5.83690 0.14977 -1.36364  -0.234
C 5.90785 -1.22298 -1.48809  -0.178
C 4.75841 -2.02615 -1.53587  -0.194
C 3.49662 -1.47526 -1.48207  -0.205
C 3.41015 -0.08777 -1.38089  0.081
N 2.30362 0.73771 -1.33011  -0.570
C 2.75531 1.97418 -1.21255  0.393
C 1.84856 3.10181 -1.08596  0.062
C 2.13784 4.41434 -0.86188  -0.400
S 0.70114 5.32289 -0.71441  0.578
C -0.21040 3.90752 -0.96090  -0.104
N 0.49824 2.83319 -1.14793  -0.517
H 4.68061 2.82742 -1.12559  0.437
H 6.73378 0.75287 -1.32122  0.239
H 6.87829 -1.69583 -1.54861  0.239
H 4.86865 -3.09892 -1.61530  0.233
H 2.59393 -2.07367 -1.50048  0.216
H 3.09931 4.89431 -0.77211  0.267
H -1.28936 3.91168 -0.94183  0.247
Cl -1.14326 -5.04175 -1.45512  0.259
C -2.34529 -3.88438 -1.32470  0.025
C -3.66125 -4.24099 -1.25998  -0.313
C -4.66291 -3.26677 -1.13552  0.191
Cl -6.25683 -3.77909 -1.08400  0.269
C -4.35267 -1.86055 -1.04654  -0.121
C -5.33030 -0.86613 -0.90103  -0.078
C -4.94162 0.45332 -0.80682  -0.209
C -3.58443 0.75049 -0.87056  0.148
N -2.65029 -0.18329 -1.03754  -0.414
C -3.00915 -1.45650 -1.11083  0.115
C -1.92010 -2.45567 -1.27875  0.550
O -0.75505 -2.15305 -1.37840  -0.432
H -3.93393 -5.28691 -1.31340  0.288
H -6.37683 -1.13521 -0.85448  0.258
H -5.67117 1.24228 -0.69205  0.266
H -3.22580 1.76766 -0.76878  0.249
Br 1.52220 -1.73644 5.42967  0.105
C 0.33867 -0.47601 4.68674  -0.141
C -0.46840 0.30978 5.51052  0.045
N -1.30468 1.19765 5.00800  -0.394
C -1.41105 1.37719 3.70322  0.069
C -0.63931 0.63184 2.81375  -0.207
C 0.24774 -0.30534 3.31737  -0.167
C -0.78008 0.86203 1.31842  0.806
O -1.60540 1.66577 0.88826  -0.712
O -0.00894 0.13193 0.58699  -0.840
H -0.42734 0.21085 6.58900  0.219
H -2.11190 2.11737 3.33995  0.214
H 0.85754 -0.88585 2.63970  0.241

***

No. 2
The following is a DFT calculation (ωB97M-V/def2-TZVPD) of C25H15N3O12S2 as an isolated structure.

Computed properties:
**Charge**: 0
**Gap between HOMO and LUMO**: 7.30 eV
**Highest occupied orbital energy**: -9.02 eV

Last column: natural (NBO) charge in e.
Element x y z (Å)
S 1.87068 -1.83749 2.54551  0.057
C 1.00844 -1.59995 1.27003  0.246
N 0.28806 -1.39081 0.32612  -0.478
C -1.08508 -1.03782 0.66515  0.144
C -1.44153 0.33960 0.60473  -0.217
C -2.70094 0.71621 0.94634  -0.173
C -3.63063 -0.28673 1.31299  0.070
N -4.91102 -0.10628 1.64493  -0.604
S -5.54285 -1.53651 1.94270  0.948
N -4.25426 -2.49246 1.68123  -0.626
C -3.27262 -1.66632 1.34096  0.100
C -1.93420 -2.03543 1.01732  -0.214
H -0.68440 1.03627 0.29036  0.241
H -2.96384 1.76117 0.93385  0.233
H -1.59400 -3.06590 1.04366  0.259
C 0.46949 6.65547 0.66360  -0.389
C -0.37517 5.62334 0.78169  0.306
C 0.11131 4.23192 1.07947  0.546
O -0.71999 3.34508 1.18661  -0.590
C 1.53437 4.01714 1.21460  -0.399
C 2.38249 5.04501 1.09379  0.344
C 1.89958 6.43974 0.82228  0.474
O 2.72801 7.32699 0.74315  -0.535
O 3.69635 4.90014 1.20454  -0.625
O -1.69146 5.74896 0.64696  -0.627
H 0.13219 7.66025 0.45216  0.245
H 1.87375 3.00991 1.40928  0.242
H 4.07670 5.79020 1.07943  0.507
H -2.06144 4.85656 0.78347  0.505
C -3.36547 -5.86745 0.94744  -0.393
C -4.12870 -6.96172 1.07352  0.329
C -3.53992 -8.31344 1.36916  0.473
O -4.30124 -9.25449 1.48667  -0.534
C -2.09614 -8.42310 1.49450  -0.386
C -1.33355 -7.33041 1.36573  0.323
C -1.92781 -5.97618 1.09490  0.485
O -1.15925 -5.03187 1.00899  -0.562
O -0.00927 -7.35964 1.46716  -0.625
O -5.44973 -6.93570 0.95015  -0.622
H -3.78182 -4.89162 0.74100  0.262
H -1.68045 -9.40105 1.69111  0.245
H 0.29224 -6.44046 1.33712  0.508
H -5.75098 -7.85383 1.08941  0.507
C 4.31656 2.37023 -2.04207  -0.393
C 4.99346 1.82355 -3.06147  0.331
C 4.67383 2.15341 -4.49419  0.473
O 5.34555 1.63035 -5.36182  -0.530
C 3.58099 3.07351 -4.76235  -0.384
C 2.90358 3.61639 -3.74298  0.321
C 3.24111 3.30482 -2.31156  0.483
O 2.59032 3.85146 -1.43753  -0.565
O 1.89420 4.46237 -3.91759  -0.624
O 5.98584 0.96190 -2.88726  -0.621
H 4.53900 2.14278 -1.00893  0.248
H 3.34874 3.29164 -5.79499  0.247
H 1.58618 4.70337 -3.02370  0.506
H 6.29958 0.72700 -3.78175  0.508

***

No. 3
The following is a DFT calculation (ωB97M-V/def2-TZVPD) of C25H16AuN5O5S as an isolated structure.

Computed properties:
**Charge**: 0
**Gap between HOMO and LUMO (alpha / beta)**: 7.87 / 5.87 eV
**⟨S²⟩**: 2.02
**Highest occupied orbital energy (alpha / beta)**: -8.58 / -8.85 eV
**Spin multiplicity**: 3

Last column: Mulliken charge in e.
Element x y z (Å)
Au 1.13536 -0.61739 0.31144  1.078
O -1.97608 -2.67505 2.29634  -0.644
C -0.97871 -2.04583 2.01058  0.117
N -0.23091 -2.18558 0.85699  -0.129
C -0.25523 -3.22876 0.00658  0.444
C -1.05618 -4.38428 0.17920  -0.657
C -0.97332 -5.41238 -0.71612  -0.590
C -0.08461 -5.35222 -1.81133  -0.554
C 0.70818 -4.25365 -2.02023  -0.676
C 0.64111 -3.16065 -1.13329  0.531
N 1.35374 -2.01370 -1.25935  -0.261
C 2.13790 -1.65125 -2.32475  0.649
O 2.50698 -2.35715 -3.24143  -0.664
C 2.50363 -0.18593 -2.28595  0.219
C 2.74841 0.49416 -3.46567  -0.613
C 2.98184 1.85954 -3.40837  -0.278
C 3.00532 2.49117 -2.17471  -0.733
C 2.77791 1.73765 -1.03599  -0.093
N 2.51959 0.43152 -1.09727  -0.324
C -0.42228 -0.99762 2.93541  0.646
C -1.20917 -0.43931 3.92688  -0.462
C -0.64164 0.51316 4.75957  -0.355
C 0.69284 0.83936 4.59353  -0.547
C 1.40626 0.22670 3.57439  -0.194
N 0.85910 -0.66353 2.75639  -0.436
H -1.73201 -4.42757 1.01659  0.505
H -1.59806 -6.28504 -0.57968  0.412
H -0.01945 -6.18749 -2.49571  0.404
H 1.39298 -4.21208 -2.84986  0.552
H 2.73334 -0.04914 -4.39972  0.439
H 3.14275 2.42909 -4.31404  0.444
H 3.18375 3.55373 -2.09181  0.424
H 2.78303 2.17719 -0.04873  0.534
H -2.24220 -0.74350 4.01879  0.436
H -1.23669 0.99788 5.52128  0.424
H 1.17057 1.57758 5.22150  0.395
H 2.44445 0.47132 3.39083  0.376
O -2.58762 4.20933 2.54725  -0.669
S -1.64030 4.22167 1.47142  1.203
O -1.21226 5.49551 0.96379  -0.677
N -0.34839 3.27859 1.83421  -0.582
C -0.20476 2.29740 0.98408  0.209
O 0.74633 1.45889 1.05921  -0.493
C -1.25563 2.23796 -0.09254  0.718
C -1.34491 1.37927 -1.17547  0.223
C -2.39159 1.54913 -2.07462  -1.119
C -3.33017 2.55690 -1.89078  -0.396
C -3.23609 3.42448 -0.80721  -0.676
C -2.19225 3.24133 0.07213  -0.340
H -0.61469 0.59327 -1.32197  0.524
H -2.46758 0.89165 -2.93175  0.425
H -4.13561 2.67631 -2.60363  0.391
H -3.95699 4.21734 -0.65640  0.441

***

Calculated total energy
In order: -5545.5448, -2825.1741, -2146.1099
Unit: hartree
Max |F|
In order: 1.1, 1.1, 0.7
Unit: eV/A